# C28H84N14O14

A cluster of 14 separate species, C28H84N14O14 in total at a distorted geometry (wB97M-V/def2-TZVPD, the Open Molecules 2025 dataset).

Its frontier orbital gap is 9.73 eV. Its electronic energy is -79923.531 eV. The value obtained for the LUMO energy is 0.2 eV. For the highest occupied orbital energy, the calculation gives -9.545 eV. The value obtained for the max |F| is 8.685 eV/Å.

Element x y z (Å)
C  2.8323  -7.6660  -3.0123
O  2.6834  -8.8793  -2.8484
N  3.9283  -7.1278  -3.3968
N  2.0140  -6.6909  -2.8295
H  3.9416  -6.1839  -3.7560
H  4.7391  -7.6654  -3.6682
H  1.1607  -6.7765  -2.2960
H  2.4448  -5.7776  -2.8488
C  -5.8566  4.9760  -4.4420
O  -4.9655  5.2692  -3.6506
N  -5.5836  4.2587  -5.5247
N  -7.1469  5.2131  -4.3647
H  -4.6738  4.2151  -5.9611
H  -6.4110  4.0401  -6.0612
H  -7.6219  4.9868  -5.2269
H  -7.5896  5.7769  -3.6532
C  3.9359  -1.9931  7.3498
O  4.1709  -1.0502  8.0770
N  3.2564  -3.0673  7.6963
N  4.4057  -2.1315  6.1015
H  3.3383  -3.9398  7.1943
H  2.7153  -2.9755  8.5442
H  4.1555  -2.8679  5.4571
H  5.1711  -1.5177  5.8617
C  -10.1859  -3.4460  -4.7657
O  -10.0430  -4.1160  -3.7572
N  -9.4364  -2.4973  -5.1206
N  -10.9150  -3.7438  -5.7725
H  -9.4849  -1.9769  -5.9848
H  -8.8238  -2.1242  -4.4096
H  -10.7268  -3.1715  -6.5832
H  -11.5784  -4.5041  -5.8171
C  -5.1926  -9.2541  -4.1374
O  -4.1535  -9.7043  -4.5019
N  -6.2029  -10.0002  -3.8603
N  -5.4133  -7.9932  -3.9080
H  -6.0423  -10.9943  -3.9379
H  -7.0215  -9.6968  -3.3523
H  -4.7151  -7.2690  -3.8182
H  -6.3822  -7.7571  -3.7483
C  5.0864  -8.0579  2.5533
O  4.5025  -7.0205  2.8096
N  6.1578  -8.1318  1.8248
N  4.8671  -9.2230  3.1394
H  6.3363  -7.1886  1.5109
H  6.5983  -8.9994  1.5538
H  4.0502  -9.2713  3.7314
H  5.4433  -10.0022  2.8549
C  1.1865  4.2097  8.2530
O  0.6453  5.2567  8.0334
N  1.1336  3.1535  7.4746
N  1.8750  3.9148  9.3129
H  1.7905  2.4093  7.6613
H  0.8813  3.3331  6.5132
H  2.4789  3.1263  9.4965
H  2.1335  4.5774  10.0299
C  -1.9058  9.4792  1.6085
C  -3.2177  10.2193  1.6534
C  -3.6673  10.7499  3.0483
O  -3.1699  11.2637  0.6167
H  -1.8206  8.5718  2.2064
H  -1.2596  10.1464  2.1789
H  -1.4300  9.3681  0.6341
H  -3.9757  9.4947  1.3560
H  -3.0376  11.5985  3.3159
H  -3.8261  10.0334  3.8542
H  -4.5735  11.3242  2.8559
H  -2.2497  11.5016  0.4814
C  -3.8696  -7.4009  2.7602
C  -2.8744  -6.3636  3.1228
C  -3.1103  -5.6593  4.4927
O  -1.6800  -7.1157  3.1522
H  -3.8172  -8.2406  3.4533
H  -3.9223  -7.7571  1.7314
H  -4.8549  -6.9762  2.9522
H  -2.7713  -5.7898  2.2018
H  -3.0044  -6.3342  5.3421
H  -4.0711  -5.1460  4.4562
H  -2.4613  -4.7901  4.5996
H  -0.8671  -6.6138  3.2465
C  0.0864  -0.1687  0.6154
C  -0.7618  0.4577  -0.5446
C  -2.0830  -0.1908  -0.8034
O  -0.9150  1.7789  -0.2793
H  1.0015  0.4076  0.7518
H  0.3009  -1.2195  0.4210
H  -0.4688  -0.0395  1.5444
H  -0.1942  0.2889  -1.4597
H  -2.6997  -0.1467  0.0943
H  -1.9966  -1.2092  -1.1823
H  -2.5724  0.3062  -1.6409
H  -1.5308  2.2847  -0.8146
C  5.6489  6.5307  -3.9788
C  4.6314  7.0600  -5.0331
C  3.2206  6.3678  -4.9722
O  4.4399  8.4146  -4.7045
H  5.8478  5.4631  -3.8851
H  5.2072  6.7997  -3.0193
H  6.6408  6.9795  -4.0308
H  5.0074  6.9355  -6.0486
H  2.5466  6.7552  -5.7363
H  2.7939  6.5367  -3.9835
H  3.3768  5.3147  -5.2060
H  5.0939  9.0507  -5.0032
C  -8.2061  1.6717  3.4698
C  -7.8720  3.0833  3.3581
C  -6.3582  3.3734  3.4989
O  -8.3018  3.6720  2.1822
H  -8.0425  1.3219  4.4891
H  -7.4844  1.0814  2.9052
H  -9.2218  1.4158  3.1684
H  -8.4002  3.6773  4.1040
H  -6.1190  4.3954  3.2053
H  -5.8233  2.6153  2.9269
H  -6.2399  3.2778  4.5783
H  -7.5877  3.8429  1.5638
C  8.2413  2.1423  2.6146
C  9.0702  2.2012  1.3362
C  10.4479  1.8106  1.7059
O  8.6148  1.2080  0.4998
H  8.4334  1.1914  3.1117
H  7.1552  2.1715  2.5277
H  8.5989  2.9281  3.2800
H  8.7079  3.0964  0.8309
H  11.1301  1.9866  0.8742
H  10.5763  0.7458  1.9005
H  10.7681  2.3825  2.5768
H  9.3757  1.0920  -0.0739
C  5.7077  -0.0830  -6.8617
C  5.7089  -1.4692  -6.1694
C  7.0867  -2.0585  -5.7894
O  4.9727  -1.1573  -4.9742
H  6.2230  0.6728  -6.2690
H  4.6728  0.2556  -6.9107
H  6.1899  -0.0447  -7.8385
H  5.1514  -2.1327  -6.8306
H  7.5153  -1.3297  -5.1015
H  7.6794  -2.2368  -6.6867
H  7.1015  -2.9242  -5.1272
H  5.4507  -0.4616  -4.5169